(1)
The following is a DFT calculation (wB97M-V/def2-TZVPD) of a 6-piece molecular cluster, C39H62BCl10F9NO7S overall at a distorted geometry.

## Properties
Net charge = +1
Lowest unoccupied orbital energy = -3.3 eV
HOMO level = -10.90 eV
Max |F| = 0.085 Eh/bohr

Each atom is followed by the atoms it is bonded to, with distances in Å.
Atoms and positions in Å:
1 C 0.07797 1.07777 4.51417  C2 1.555, H49 1.088, H50 1.092, H51 1.089
2 C -0.08439 0.95712 2.97227  C1 1.555, C3 1.556, H52 1.098, H53 1.090
3 C -0.35705 -0.52041 2.56833  C2 1.556, C4 1.549, C5 1.535, H54 1.090
4 C 0.93038 -1.30987 2.91393  C3 1.549, H55 1.090, H56 1.090, H57 1.088
5 C -0.84672 -0.67435 1.12160  C3 1.535, C6 1.563, C18 1.535, N32 1.552
6 C 0.16756 0.08248 0.20422  C5 1.563, O7 1.400, H58 1.098, H59 1.101
7 O 1.44905 -0.46970 0.31264  C6 1.400, C8 1.397
8 C 2.46641 0.39229 -0.10534  O7 1.397, C9 1.392, C14 1.397
9 C 3.19410 1.02500 0.89884  C8 1.392, C10 1.387, H60 1.083
10 C 4.24825 1.86682 0.57454  C9 1.387, C11 1.517, C12 1.392
11 C 5.05858 2.50432 1.68765  C10 1.517, H61 1.097, H62 1.087, H63 1.087
12 C 4.56310 2.08727 -0.76342  C10 1.392, C13 1.392, H64 1.082
13 C 3.82342 1.44131 -1.74942  C12 1.392, C14 1.400, H65 1.084
14 C 2.76319 0.57384 -1.45830  C8 1.397, C13 1.400, C15 1.524
15 C 2.06852 -0.09441 -2.63822  C14 1.524, C16 1.551, C17 1.571, H66 1.090
16 C 1.72345 -1.59207 -2.42923  C15 1.551, H67 1.094, H68 1.086, H69 1.092
17 C 0.83999 0.75730 -3.12174  C15 1.571, H70 1.088, H71 1.090, H72 1.089
18 C -0.94351 -2.10810 0.58058  C5 1.535, B19 1.589, C22 1.584, H73 1.094
19 B -0.95282 -3.34224 1.58103  C18 1.589, O20 1.384, O21 1.402
20 O -1.21915 -3.29376 2.93794  B19 1.384, H74 0.965
21 O -0.65912 -4.58904 1.01041  B19 1.402, H75 0.964
22 C -2.21791 -2.36217 -0.32457  C18 1.584, C23 1.527, H76 1.088, H77 1.092
23 C -2.38404 -1.18738 -1.28569  C22 1.527, C24 1.543, H78 1.089, H79 1.094
24 C -2.69524 0.10904 -0.50975  C23 1.543, C25 1.564, N32 1.509, H80 1.091
25 C -2.31998 1.39127 -1.32316  C24 1.564, C26 1.530, H81 1.093, H82 1.090
26 C -3.44688 2.41147 -1.49729  C25 1.530, C27 1.549, H83 1.091, H84 1.096
27 C -4.66647 1.89402 -2.30015  C26 1.549, O28 1.415, H85 1.098, H86 1.090
28 O -4.86702 2.66149 -3.47236  C27 1.415, C29 1.384
29 C -3.92138 2.39308 -4.44732  O28 1.384, C30 1.523, O31 1.193
30 C -3.84863 0.98058 -5.01177  C29 1.523, H87 1.094, H88 1.083, H89 1.089
31 O -3.21950 3.27317 -4.84103  C29 1.193
32 N -2.15784 0.12601 0.90035  C5 1.552, C24 1.509, S33 1.770, H90 1.033
33 S -3.38019 -0.12165 2.15671  N32 1.770, O34 1.430, O35 1.431, C36 1.867
34 O -3.08865 0.70240 3.28845  S33 1.430
35 O -3.51376 -1.50894 2.47991  S33 1.431
36 C -5.06920 0.45193 1.60466  S33 1.867, F37 1.338, F38 1.318, C39 1.570
37 F -4.98859 1.56485 0.86643  C36 1.338
38 F -5.70753 0.79084 2.70730  C36 1.318
39 C -5.94269 -0.61156 0.84927  C36 1.570, F40 1.339, F41 1.342, C42 1.555
40 F -6.67064 0.07049 -0.04385  C39 1.339
41 F -5.20606 -1.49443 0.15760  C39 1.342
42 C -6.95237 -1.39039 1.73998  C39 1.555, F43 1.333, F44 1.327, C45 1.572
43 F -6.38558 -1.80308 2.87418  C42 1.333
44 F -8.00546 -0.63054 2.01136  C42 1.327
45 C -7.49066 -2.67635 1.01416  C42 1.572, F46 1.320, F47 1.319, F48 1.331
46 F -7.84045 -2.42767 -0.23409  C45 1.320
47 F -6.62017 -3.66475 1.07861  C45 1.319
48 F -8.58068 -3.05788 1.67493  C45 1.331
49 H 1.03951 1.52523 4.75706  C1 1.088
50 H -0.68761 1.76001 4.88879  C1 1.092
51 H -0.08791 0.12804 5.01988  C1 1.089
52 H -0.90308 1.63581 2.69756  C2 1.098
53 H 0.81953 1.32890 2.48966  C2 1.090
54 H -1.07715 -0.87677 3.30560  C3 1.090
55 H 1.28209 -1.98604 2.13420  C4 1.090
56 H 1.77103 -0.65207 3.13468  C4 1.090
57 H 0.79356 -1.92031 3.80416  C4 1.088
58 H -0.11794 -0.01411 -0.85111  C6 1.098
59 H 0.15919 1.16842 0.38519  C6 1.101
60 H 2.92954 0.81417 1.92717  C9 1.083
61 H 5.72792 1.71561 2.05313  C11 1.097
62 H 5.70498 3.30195 1.33102  C11 1.087
63 H 4.44463 2.78296 2.54065  C11 1.087
64 H 5.38670 2.71888 -1.06804  C12 1.082
65 H 4.08992 1.58932 -2.78996  C13 1.084
66 H 2.78443 -0.05665 -3.45911  C15 1.090
67 H 0.69674 -1.79035 -2.74972  C16 1.094
68 H 1.91787 -1.95341 -1.42356  C16 1.086
69 H 2.34697 -2.19258 -3.09556  C16 1.092
70 H -0.05903 0.17450 -2.93095  C17 1.088
71 H 0.85308 1.71212 -2.59663  C17 1.090
72 H 0.93736 0.94626 -4.18956  C17 1.089
73 H -0.10827 -2.27477 -0.10529  C18 1.094
74 H -2.08363 -3.68036 3.12347  O20 0.965
75 H 0.29646 -4.71559 1.03498  O21 0.964
76 H -2.01406 -3.29940 -0.83875  C22 1.088
77 H -3.06450 -2.51379 0.34753  C22 1.092
78 H -1.51362 -1.10279 -1.93460  C23 1.089
79 H -3.22702 -1.40122 -1.94960  C23 1.094
80 H -3.78606 0.13662 -0.53060  C24 1.091
81 H -1.45173 1.90398 -0.90117  C25 1.093
82 H -2.04987 1.03197 -2.31602  C25 1.090
83 H -3.72929 2.90463 -0.56563  C26 1.091
84 H -3.02556 3.22149 -2.10272  C26 1.096
85 H -4.55134 0.82089 -2.50092  C27 1.098
86 H -5.55923 2.01006 -1.68621  C27 1.090
87 H -3.28806 0.37895 -4.29065  C30 1.094
88 H -3.30958 1.05771 -5.94752  C30 1.083
89 H -4.83998 0.54390 -5.12739  C30 1.089
90 H -1.84896 1.10076 1.04898  N32 1.033
91 Cl -6.46327 -1.02492 -7.26742  C92 1.784
92 C -5.91755 -0.04613 -8.65512  Cl91 1.784, C93 1.507, H95 1.087, H96 1.088
93 C -4.69102 -0.62628 -9.31181  C92 1.507, Cl94 1.784, H97 1.088, H98 1.087
94 Cl -3.25558 -0.50940 -8.25832  C93 1.784
95 H -5.73677 0.96531 -8.29938  C92 1.087
96 H -6.73811 -0.02033 -9.36977  C92 1.088
97 H -4.46589 -0.07386 -10.22229  C93 1.088
98 H -4.82956 -1.67297 -9.56921  C93 1.087
99 Cl 1.41501 2.12240 -6.77867  C100 1.785
100 C 0.63071 2.55258 -8.32293  Cl99 1.785, C101 1.507, H103 1.087, H104 1.089
101 C 0.17698 1.33347 -9.08409  C100 1.507, Cl102 1.781, H105 1.089, H106 1.087
102 Cl 1.54691 0.37262 -9.69412  C101 1.781
103 H 1.33419 3.14707 -8.89988  C100 1.087
104 H -0.22919 3.17451 -8.07892  C100 1.089
105 H -0.40838 1.63987 -9.94953  C101 1.089
106 H -0.43763 0.68543 -8.46483  C101 1.087
107 Cl 1.38642 -3.77656 5.65977  C108 1.784
108 C 2.69710 -3.09663 6.66105  Cl107 1.784, C109 1.508, H111 1.086, H112 1.089
109 C 3.30502 -1.87371 6.02123  C108 1.508, Cl110 1.783, H113 1.088, H114 1.088
110 Cl 4.21045 -2.26042 4.53473  C109 1.783
111 H 3.43340 -3.87773 6.82413  C108 1.086
112 H 2.26094 -2.82499 7.62092  C108 1.089
113 H 4.00723 -1.40802 6.70943  C109 1.088
114 H 2.53872 -1.14590 5.76098  C109 1.088
115 Cl 6.25147 -3.29442 7.08510  C116 1.783
116 C 7.56141 -2.53192 6.14563  Cl115 1.783, C117 1.507, H119 1.087, H120 1.089
117 C 8.88514 -3.22047 6.35730  C116 1.507, Cl118 1.781, H121 1.089, H122 1.087
118 Cl 9.51252 -2.97574 8.00595  C117 1.781
119 H 7.60855 -1.48319 6.42807  C116 1.087
120 H 7.27381 -2.59502 5.09696  C116 1.089
121 H 9.62272 -2.80858 5.67049  C117 1.089
122 H 8.80841 -4.29069 6.18255  C117 1.087
123 Cl 8.46463 2.27180 4.33531  C124 1.783
124 C 8.17045 4.03023 4.35344  Cl123 1.783, C125 1.507, H127 1.087, H128 1.089
125 C 6.93746 4.38901 5.14156  C124 1.507, Cl126 1.786, H129 1.089, H130 1.087
126 Cl 5.45105 3.82379 4.32951  C125 1.786
127 H 8.09529 4.36665 3.32233  C124 1.087
128 H 9.04341 4.49598 4.80722  C124 1.089
129 H 6.86100 5.47094 5.23579  C125 1.089
130 H 6.96083 3.95781 6.13905  C125 1.087

(2)
The following is a DFT calculation (wB97M-V/def2-TZVPD) of a 9-piece molecular cluster, C39H62BrN10O3SSi overall at a distorted geometry.

## Properties
Net charge = -1
Lowest unoccupied orbital energy = 1.5 eV
HOMO level = -5.02 eV
Max |F| = 0.181 Eh/bohr

Each atom is followed by the atoms it is bonded to, with distances in Å.
Atoms and positions in Å:
1 C 4.97528 -1.51312 2.30307  C2 1.553, H29 1.094, H30 1.094, H31 1.095
2 C 4.51288 -0.34305 1.39203  C1 1.553, S3 1.828, H32 1.095, H33 1.098
3 S 5.85448 0.26391 0.30935  C2 1.828, C4 1.849
4 C 4.99273 0.28318 -1.32610  S3 1.849, N5 1.460, H34 1.089, H35 1.101
5 N 4.59605 -1.08696 -1.63728  C4 1.460, O6 1.397, C7 1.497
6 O 5.68873 -1.95799 -1.63119  N5 1.397, H36 0.971
7 C 3.85467 -1.16448 -2.93571  N5 1.497, Br8 2.001, C9 1.548, C26 1.568
8 Br 4.78886 -2.28417 -4.30607  C7 2.001
9 C 2.52794 -1.90656 -2.64576  C7 1.548, C10 1.540, H37 1.093, H38 1.099
10 C 2.74252 -3.26645 -1.95595  C9 1.540, C11 1.554, H39 1.097, H40 1.098
11 C 1.40849 -3.87739 -1.44386  C10 1.554, C12 1.554, H41 1.099, H42 1.096
12 C 0.46435 -4.18106 -2.63981  C11 1.554, C13 1.541, H43 1.098, H44 1.094
13 C -0.75154 -3.23801 -2.55265  C12 1.541, C14 1.564, H45 1.101, H46 1.098
14 C -1.62700 -3.44081 -1.27217  C13 1.564, C15 1.557, H47 1.106, H48 1.093
15 C -3.11684 -3.55909 -1.70752  C14 1.557, C16 1.563, H49 1.102, H50 1.096
16 C -4.13890 -3.00899 -0.66098  C15 1.563, Si17 1.888, H51 1.099, H52 1.099
17 Si -5.07150 -1.48115 -1.26129  C16 1.888, C18 1.914, C19 1.893, C20 1.889
18 C -6.42827 -1.14243 0.04533  Si17 1.914, H53 1.099, H54 1.093, H55 1.096
19 C -5.90305 -1.69674 -2.94817  Si17 1.893, H56 1.099, H57 1.094, H58 1.100
20 C -3.88836 -0.01310 -1.14913  Si17 1.889, C21 1.396, C25 1.403
21 C -2.58385 -0.10191 -1.63744  C20 1.396, C22 1.383, H59 1.088
22 C -1.64513 0.90998 -1.54795  C21 1.383, C23 1.386, H60 1.089
23 C -2.01466 2.09311 -0.92876  C22 1.386, C24 1.380, H61 1.082
24 C -3.30804 2.22040 -0.46600  C23 1.380, C25 1.384, H62 1.099
25 C -4.24676 1.20766 -0.55710  C20 1.403, C24 1.384, H63 1.087
26 C 3.56650 0.23326 -3.58616  C7 1.568, O27 1.255, O28 1.235
27 O 2.51191 0.78386 -3.18722  C26 1.255
28 O 4.30354 0.73759 -4.43915  C26 1.235
29 H 4.46876 -1.41407 3.26797  C1 1.094
30 H 4.70110 -2.45974 1.82891  C1 1.094
31 H 6.06350 -1.44541 2.39883  C1 1.095
32 H 4.05134 0.48842 1.93456  C2 1.095
33 H 3.72069 -0.74000 0.74284  C2 1.098
34 H 4.13560 0.93740 -1.17112  C4 1.089
35 H 5.71497 0.67795 -2.05717  C4 1.101
36 H 6.46917 -1.49630 -1.97759  O6 0.971
37 H 1.93180 -2.01636 -3.55553  C9 1.093
38 H 2.01178 -1.26202 -1.92041  C9 1.099
39 H 3.40437 -3.21006 -1.08234  C10 1.097
40 H 3.20539 -3.97624 -2.65432  C10 1.098
41 H 1.66136 -4.83295 -0.96267  C11 1.099
42 H 0.96762 -3.22828 -0.67820  C11 1.096
43 H 0.07989 -5.20667 -2.56683  C12 1.098
44 H 0.95859 -4.01946 -3.60284  C12 1.094
45 H -1.39945 -3.40557 -3.42724  C13 1.101
46 H -0.43258 -2.18923 -2.62134  C13 1.098
47 H -1.56142 -2.49504 -0.70352  C14 1.106
48 H -1.30353 -4.28742 -0.66039  C14 1.093
49 H -3.31314 -4.63797 -1.81812  C15 1.102
50 H -3.29324 -3.10457 -2.68908  C15 1.096
51 H -3.58715 -2.69456 0.23617  C16 1.099
52 H -4.87081 -3.77782 -0.37776  C16 1.099
53 H -5.91751 -0.58918 0.84645  C18 1.099
54 H -7.26143 -0.55014 -0.34183  C18 1.093
55 H -6.73241 -2.09938 0.48425  C18 1.096
56 H -5.57729 -2.61623 -3.45456  C19 1.099
57 H -5.76412 -0.85569 -3.63379  C19 1.094
58 H -6.98318 -1.82473 -2.78178  C19 1.100
59 H -2.28378 -1.03022 -2.11809  C21 1.088
60 H -0.64380 0.72325 -1.93314  C22 1.089
61 H -1.27479 2.87611 -0.82318  C23 1.082
62 H -3.60660 3.15568 0.02681  C24 1.099
63 H -5.25504 1.34294 -0.17343  C25 1.087
64 C 0.62602 5.03143 -2.40559  C65 1.463, H67 1.085, H68 1.088, H69 1.087
65 C -0.64777 5.63366 -2.01185  C64 1.463, N66 1.146
66 N -1.64604 6.10490 -1.70335  C65 1.146
67 H 0.60407 3.96372 -2.21205  C64 1.085
68 H 0.80492 5.19581 -3.46587  C64 1.088
69 H 1.43652 5.47772 -1.83471  C64 1.087
70 C -5.73789 5.96881 0.10816  C71 1.462, H73 1.089, H74 1.088, H75 1.088
71 C -5.30917 4.94293 1.05795  C70 1.462, N72 1.145
72 N -4.97328 4.13334 1.79445  C71 1.145
73 H -5.38710 5.71425 -0.89054  C70 1.089
74 H -6.82430 6.03360 0.10076  C70 1.088
75 H -5.32396 6.93309 0.39516  C70 1.088
76 C -0.43059 4.18408 2.42620  C77 1.460, H79 1.089, H80 1.089, H81 1.088
77 C 0.13922 3.85109 1.12339  C76 1.460, N78 1.145
78 N 0.57544 3.59026 0.09755  C77 1.145
79 H 0.22668 4.87561 2.95041  C76 1.089
80 H -1.40653 4.64811 2.29230  C76 1.089
81 H -0.54412 3.27900 3.01950  C76 1.088
82 C 3.85908 4.95243 0.07289  C83 1.462, H85 1.089, H86 1.089, H87 1.087
83 C 4.17069 4.18437 1.27693  C82 1.462, N84 1.145
84 N 4.41464 3.57165 2.21289  C83 1.145
85 H 4.07238 6.00694 0.24211  C82 1.089
86 H 4.46389 4.59357 -0.75843  C82 1.089
87 H 2.80782 4.83369 -0.17593  C82 1.087
88 C 7.24836 4.19369 3.55828  C89 1.465, H91 1.086, H92 1.088, H93 1.087
89 C 8.24579 5.11710 4.10514  C88 1.465, N90 1.145
90 N 9.02461 5.83987 4.53256  C89 1.145
91 H 6.81592 4.60847 2.65273  C88 1.086
92 H 7.71671 3.24021 3.32261  C88 1.088
93 H 6.45627 4.02999 4.28464  C88 1.087
94 C 0.29506 -2.87617 2.82562  C95 1.462, H97 1.090, H98 1.089, H99 1.092
95 C -0.79834 -2.25083 2.08437  C94 1.462, N96 1.145
96 N -1.65047 -1.76073 1.49628  C95 1.145
97 H 0.89463 -3.48921 2.15311  C94 1.090
98 H 0.92921 -2.10729 3.26492  C94 1.089
99 H -0.11211 -3.50470 3.62047  C94 1.092
100 C -3.03977 -2.40293 5.71927  C101 1.464, H103 1.097, H104 1.094, H105 1.091
101 C -2.14574 -3.48421 5.30218  C100 1.464, N102 1.218
102 N -1.41063 -4.39183 4.95525  C101 1.218, N114 1.675
103 H -2.86252 -2.13919 6.76954  C100 1.097
104 H -2.89321 -1.51178 5.10250  C100 1.094
105 H -4.07369 -2.73411 5.61318  C100 1.091
106 C -0.05073 3.19430 -6.45013  C107 1.463, H109 1.088, H110 1.090, H111 1.088
107 C -0.04613 4.58625 -5.99867  C106 1.463, N108 1.146
108 N -0.04396 5.67160 -5.63223  C107 1.146
109 H 0.19661 3.14925 -7.50881  C106 1.088
110 H 0.68560 2.62137 -5.88618  C106 1.090
111 H -1.03613 2.75987 -6.29386  C106 1.088
112 C -2.28098 -7.41513 7.81313  C113 1.463, H115 1.089, H116 1.090, H117 1.088
113 C -1.87652 -6.32579 6.92349  C112 1.463, N114 1.151
114 N -1.55726 -5.45577 6.24007  N102 1.675, C113 1.151
115 H -2.64837 -7.01032 8.75517  C112 1.089
116 H -3.07278 -7.99903 7.34477  C112 1.090
117 H -1.42975 -8.06298 8.01145  C112 1.088

> Which of these has the highest lowest unoccupied orbital energy?

C39H62BrN10O3SSi